ORCA calculation (wB97M-V/def2-TZVPD) on a structure of composition C50H47F3IN9O7S2.

E_LUMO	-2.0	eV
HOMO	-9.4	eV
total charge	0
energy above the lowest of the compared OMol25 structures with the same formula, charge and spin	179.2	kcal per mole
gap between HOMO and LUMO	7.46	eV

Each line ends with the Mulliken charge.
Atoms and positions in Å:
O: 3.743 -2.543 -3.493  -0.566
H: -5.090 -2.126 9.938  0.364
F: 5.240 -0.433 -4.585  -0.245
C: 7.605 1.160 4.144  -0.278
H: 6.299 0.656 1.072  0.410
H: 6.698 -7.679 -0.802  0.350
C: -9.568 -2.349 3.271  -0.292
C: -7.745 -2.395 7.878  -0.041
C: 12.334 2.522 -0.231  -0.531
H: -7.054 3.138 -0.425  0.626
C: 5.276 0.669 4.159  -0.260
C: -6.342 6.404 -0.898  -0.336
C: -7.098 -0.474 -0.403  -0.071
C: 8.506 2.132 -5.696  -0.427
C: 12.251 3.897 -0.065  -0.102
H: 0.183 1.866 -3.559  0.198
H: -9.827 1.444 -2.227  0.366
H: -8.777 6.363 1.441  0.366
C: -3.476 -0.552 -2.346  -0.138
H: -3.957 -2.111 7.713  0.347
S: 3.035 -1.188 -3.367  1.430
H: -8.621 -1.824 0.291  0.390
C: 6.537 3.498 -6.982  -0.547
C: -6.250 5.030 -1.071  -0.407
N: -7.981 4.682 0.566  -0.531
C: 6.202 2.372 -6.243  -0.067
H: -0.026 -1.654 -4.411  0.321
C: -7.259 6.911 0.012  -0.351
H: 6.297 -7.183 -3.216  0.362
O: 0.979 -3.436 0.621  -0.482
H: 5.171 2.043 -6.180  0.387
H: 12.881 4.560 -0.648  0.366
C: -10.745 -3.803 4.742  -0.219
H: 6.416 1.048 5.941  0.363
H: 11.533 0.638 0.441  0.364
C: 3.966 -5.209 -1.757  -0.032
C: -9.070 0.878 -1.698  -0.564
O: 0.373 -1.257 -0.257  -0.348
H: -4.466 -0.289 -1.785  0.225
H: 8.181 4.747 -7.600  0.350
C: -0.697 -0.775 -2.350  0.173
H: 4.335 0.507 4.675  0.345
H: 13.025 2.085 -0.941  0.351
N: 5.232 -6.419 -0.104  -0.564
C: -2.356 -1.343 -4.333  -0.254
H: 6.979 0.789 -5.002  0.372
O: 2.085 2.907 -2.418  -0.587
N: -10.546 -2.379 2.349  -0.363
C: 11.508 1.718 0.537  -0.189
H: -8.711 -1.735 3.015  0.419
H: -5.545 4.600 -1.772  0.394
C: 6.371 0.750 2.151  -0.218
C: 4.404 0.063 -3.506  0.712
C: 5.704 -6.704 -2.447  -0.329
H: -6.279 -0.980 0.099  0.402
H: -2.121 -0.026 -0.574  0.153
N: -7.158 -2.386 6.670  -0.341
F: 5.276 0.210 -2.415  -0.170
C: -9.401 -0.248 -0.958  -0.084
C: -7.051 -2.303 9.074  -0.645
H: 4.495 -5.561 -3.811  0.410
C: -9.618 -3.038 4.472  -0.173
I: 3.326 -1.080 -0.021  0.350
O: 1.648 -2.691 -1.616  -0.279
C: 7.204 1.671 -5.586  -0.115
N: -6.749 0.612 -1.115  -0.429
N: -3.592 -0.994 -3.707  -0.504
H: 5.781 4.069 -7.506  0.354
H: -2.467 -1.705 -5.429  0.312
C: 1.019 -2.568 -0.294  0.540
N: 5.221 0.557 2.821  -0.284
N: 10.630 2.192 1.438  -0.334
H: 11.262 5.482 1.013  0.347
H: -5.705 7.073 -1.466  0.361
N: 8.858 3.218 -6.405  -0.550
C: -5.035 -2.190 7.789  -0.565
C: -8.398 -0.941 -0.296  -0.605
H: -8.827 -2.481 7.866  0.347
C: -0.905 -1.308 -3.789  -0.347
H: 9.324 1.621 -5.198  0.359
H: 1.497 1.229 -0.264  0.388
H: -7.431 2.135 -2.315  0.641
H: -12.664 -4.437 3.988  0.358
C: -11.771 -3.851 3.809  -0.453
C: -5.818 -2.284 6.650  -0.173
C: 4.701 -5.801 -2.774  -0.456
H: -0.316 1.169 -0.400  0.368
C: -7.740 1.263 -1.747  -0.409
C: 11.353 4.415 0.858  -0.621
H: -7.578 -2.312 10.020  0.343
C: -8.048 6.015 0.716  -0.204
F: 3.989 1.350 -4.004  -0.177
H: -5.370 -2.277 5.662  0.371
H: 9.857 3.882 2.316  0.344
C: 5.927 -6.978 -1.108  -0.273
O: -0.204 3.410 -1.810  -0.651
C: 0.662 -0.553 -1.544  1.567
C: 4.269 -5.547 -0.447  -0.244
C: 6.432 0.968 4.861  -0.468
C: 7.579 1.049 2.761  -0.438
C: -11.624 -3.129 2.636  -0.260
H: 8.531 1.395 4.658  0.398
H: 3.178 -4.502 -1.976  0.339
H: -10.822 -4.356 5.673  0.374
H: -7.357 7.978 0.172  0.356
O: 2.324 -1.032 -4.696  -0.660
C: 2.041 -1.286 -1.850  -0.928
C: 0.663 0.996 -1.002  -0.943
C: -7.086 4.217 -0.323  -0.303
H: -8.799 -2.978 5.178  0.369
H: 8.476 1.192 2.171  0.480
C: -5.668 -2.199 9.024  -0.093
H: -10.431 -0.582 -0.896  0.397
C: 7.869 3.876 -7.033  -0.153
H: 3.725 -5.109 0.383  0.436
C: -2.093 -0.419 -1.665  -0.409
S: 0.691 2.278 -2.332  0.952
H: -12.397 -3.137 1.874  0.348
C: 10.572 3.527 1.580  -0.026